No. 1
2 unconnected molecules or ions with the total composition C23H28Cl3N3O9P2S in a non-equilibrium geometry. Source: OMol25; level of theory: ωB97M-V/def2-TZVPD.

Kohn-Sham gap: 1.6 eV
Total charge: -2
Maximum force: 2.79 eV/Å

XYZ file:
```
69
Properties=species:S:1:pos:R:3:forces:R:3
C 5.68534 -0.14902 1.11322 -0.554 0.540 0.413
C 4.35974 -0.39065 1.82405 0.763 -0.053 -0.824
C 4.07133 0.20677 3.02944 0.074 0.120 0.312
C 2.85194 -0.06608 3.63021 0.181 0.342 0.439
C 1.94755 -0.87535 2.99286 -1.229 -0.448 0.137
C 2.17757 -1.44618 1.74412 0.223 0.125 0.375
C 1.07967 -2.27171 1.10973 -0.560 0.249 0.405
C 0.42824 -1.70418 -0.17710 0.552 -1.020 0.178
P 1.65000 -2.38759 -1.52454 1.053 -0.718 0.216
O 2.71145 -1.16912 -1.82533 -0.976 -0.502 -0.146
Cl 0.73692 -2.63848 -3.42350 -0.021 0.401 -0.087
N 0.20551 -0.26887 -0.28653 0.082 -0.093 -1.223
C -0.35302 0.40752 0.89629 0.677 1.066 0.799
C -0.91921 1.80378 0.64786 -0.439 0.151 0.519
C -2.30907 1.84852 -0.03898 0.315 0.521 0.697
C -3.28058 2.80092 0.70047 0.306 0.214 0.099
S -4.66249 1.86653 1.45560 -1.565 1.313 -1.890
O -5.27066 1.11291 0.37542 0.494 -0.813 -0.125
O -5.60970 2.76730 2.06852 0.465 0.514 0.680
Cl -3.82852 0.64571 3.02169 0.705 -0.641 0.862
C -0.48855 -0.23134 -1.51641 -0.245 -0.420 1.252
N -0.34231 0.67348 -2.49793 -0.402 -0.975 0.823
C 0.49886 1.84285 -2.51242 0.235 1.330 0.453
C 2.01218 1.60148 -2.38612 0.639 -0.499 -2.179
O 2.63407 1.29353 -3.35771 -0.337 -0.122 1.470
Cl 2.90292 1.81051 -0.81464 -0.689 0.244 -0.249
N -1.36686 -1.32763 -1.54181 0.565 0.723 -1.900
C -0.94260 -2.34185 -0.55455 -2.600 0.402 0.915
O -0.91432 -3.70485 -0.97601 1.174 0.739 -0.778
C -2.14599 -2.38107 0.44657 0.506 0.395 0.840
C -2.10135 -3.06551 1.66041 1.511 -0.605 -0.090
C -3.15916 -3.15715 2.52090 -0.638 -0.268 0.886
C -4.37702 -2.57729 2.21016 0.177 -0.217 0.027
C -4.45301 -1.91990 1.00876 -1.092 0.008 -0.045
C -3.36920 -1.81530 0.15438 -0.613 0.485 -0.740
C 3.42559 -1.20734 1.20758 0.064 -0.543 -0.767
H 6.42556 -0.89769 1.41656 -0.006 0.186 -0.188
H 5.54567 -0.13418 0.02741 0.091 -0.213 0.200
H 6.01578 0.85886 1.39782 0.289 -0.319 -0.081
H 4.80291 0.87014 3.48580 -0.163 -0.068 0.017
H 2.58260 0.36438 4.59204 0.122 -0.015 -0.139
H 0.97832 -1.06846 3.45816 0.201 0.133 0.001
H 0.31070 -2.38502 1.88762 0.168 0.131 -0.289
H 1.40980 -3.29369 0.87407 0.049 0.227 0.024
H 2.77086 -0.98038 -2.77559 0.078 0.388 0.066
H 0.49980 0.60674 1.56040 -0.143 -0.346 -0.139
H -1.08526 -0.16733 1.48696 0.028 -0.189 -0.491
H -1.06312 2.22180 1.65838 0.109 -0.273 -0.163
H -0.16702 2.47071 0.21101 -0.207 -0.273 -0.229
H -2.74022 0.84139 0.02903 0.101 0.147 -0.509
H -2.20251 2.19008 -1.07194 -0.251 -0.366 0.022
H -2.82042 3.34663 1.53377 -0.022 -0.210 -0.154
H -3.73777 3.55960 0.04875 -0.188 -0.388 0.119
H -0.91796 0.52232 -3.31239 0.181 0.097 -0.087
H 0.38904 2.32114 -3.50364 0.476 0.204 0.063
H 0.21205 2.63216 -1.80362 -0.153 -0.458 0.051
H -1.60028 -1.63565 -2.47904 0.030 -0.325 0.085
H -1.73916 -3.86001 -1.45179 0.000 -0.123 0.143
H -1.18502 -3.57818 1.94937 -0.189 0.059 -0.114
H -3.06242 -3.69137 3.46432 0.173 0.039 -0.183
H -5.22926 -2.64615 2.87983 0.145 0.064 -0.092
H -5.40587 -1.47620 0.72882 0.305 0.120 -0.103
H -3.57773 -1.27585 -0.76257 0.403 0.035 0.045
H 3.71368 -1.66071 0.26146 -0.108 0.133 0.090
O 3.01574 3.30417 -5.91718 0.323 -0.047 0.250
P 2.28158 4.47503 -5.23595 -0.612 -0.376 0.032
O 1.14710 3.90233 -4.33898 -0.219 -0.223 0.059
O 1.69630 5.39106 -6.32369 -0.079 0.300 0.145
O 3.25128 5.28697 -4.35986 0.265 0.006 -0.204
```
Positions in Å, forces in eV/Å.

---

No. 2
A molecular structure, C23H28Cl5CuN3O6P in a non-equilibrium geometry. Source: OMol25; level of theory: ωB97M-V/def2-TZVPD.

Kohn-Sham gap (spin up / spin down): 7.3 / 7.5 eV
Expectation value of S²: 0.7541
Total charge: -1
Maximum force: 2.42 eV/Å
Multiplicity: 2

XYZ file:
```
67
Properties=species:S:1:pos:R:3:forces:R:3
Cu 0.28130 -0.07220 -0.64750 -2.360 0.298 0.451
Cl -3.59200 6.10130 0.57760 -0.132 0.158 0.109
C -2.80930 4.69610 -0.03700 -0.034 -0.103 0.041
C -2.41040 3.66720 0.81140 -0.037 0.146 -0.163
Cl -2.76960 3.78380 2.48770 -0.056 0.017 0.326
C -1.74090 2.55810 0.32770 0.023 -0.136 0.031
Cl -1.36120 1.24270 1.39350 -0.137 0.135 -0.143
C -1.36650 2.43560 -1.04100 -0.185 0.352 -0.006
O -0.67210 1.49970 -1.52820 0.092 -0.290 0.282
C -1.87290 3.47270 -1.88220 -0.043 -0.004 0.077
Cl -1.59250 3.31670 -3.56850 0.046 -0.118 -0.269
C -2.57440 4.55880 -1.40190 0.101 -0.139 0.156
Cl -3.17550 5.74390 -2.49100 -0.060 0.245 -0.135
N -1.33480 -3.74800 1.80490 -0.179 -0.277 0.235
C -0.77320 -2.69930 1.14250 -0.266 -0.486 -0.188
O -0.25430 -1.79820 1.76490 0.112 0.390 0.227
C -0.84750 -2.76840 -0.36150 -0.075 0.227 -0.154
C -1.23540 -1.42960 -0.96280 0.478 0.324 0.211
H -1.38430 -3.69320 2.80890 0.053 -0.042 -0.060
H -1.82320 -4.48490 1.33020 0.015 0.096 -0.028
H -1.54700 -3.56410 -0.65380 0.130 -0.082 0.027
H 0.14600 -3.02550 -0.73790 0.056 -0.210 0.016
H -2.10160 -0.99500 -0.47050 -0.204 0.059 0.009
H -1.41520 -1.52910 -2.03080 0.063 0.121 -0.093
N 4.66450 -3.17650 2.35180 0.122 -0.156 0.030
C 4.07000 -2.19910 2.24940 0.403 -0.639 0.115
C 3.33490 -1.00200 2.13430 -0.567 1.025 0.042
C 3.60130 0.10870 2.94130 -0.134 -0.185 -0.300
C 2.85030 1.25010 2.73650 0.035 -0.055 0.112
C 1.85180 1.24100 1.77350 0.163 -0.086 0.041
N 1.57070 0.16980 1.04190 0.210 0.278 0.324
C 2.30130 -0.91880 1.20300 0.278 -0.184 0.435
H 4.37580 0.06570 3.69440 0.047 0.012 -0.012
H 3.02960 2.13840 3.32230 -0.004 0.081 0.008
H 1.26700 2.12860 1.57990 -0.055 0.007 -0.027
H 2.07650 -1.75580 0.56230 0.014 -0.063 -0.001
C 0.83240 -0.08580 -4.47740 0.231 0.057 0.196
C 2.08850 0.75910 -4.25930 -0.423 0.493 -0.911
C 1.71380 2.13140 -3.70730 0.150 -0.237 0.119
C 2.85650 0.93920 -5.57680 -0.105 -0.156 0.401
O 2.98430 0.05810 -3.40290 0.178 -0.248 1.109
P 2.74170 -0.09550 -1.79310 1.530 -0.413 -0.909
O 2.78860 1.20300 -1.08150 -0.068 -0.081 -0.361
O 1.58190 -1.03700 -1.56100 0.751 -0.577 -0.732
O 3.99880 -1.03880 -1.39720 -0.611 0.207 -0.015
C 5.33380 -0.94550 -1.86250 0.931 -0.076 -0.188
C 5.45220 -1.84180 -3.09950 -0.164 0.185 0.237
C 6.22400 -1.48300 -0.73410 -0.390 0.097 -0.243
C 5.73900 0.49070 -2.18800 -0.155 -0.148 0.062
H 0.24070 0.31660 -5.29770 -0.087 0.073 -0.016
H 0.24040 -0.08540 -3.56360 -0.157 -0.054 -0.072
H 1.11790 -1.11140 -4.70750 -0.005 -0.078 -0.052
H 1.09330 2.66270 -4.42660 -0.036 -0.015 -0.052
H 2.60860 2.71510 -3.50150 0.114 0.057 -0.005
H 1.16310 2.01950 -2.77780 -0.111 0.174 -0.060
H 2.20990 1.38160 -6.33060 -0.061 0.066 -0.067
H 3.21900 -0.01970 -5.93880 0.022 -0.155 -0.069
H 3.71060 1.59310 -5.41410 0.110 0.069 -0.013
H 5.17610 -2.85850 -2.82830 0.008 -0.132 -0.009
H 6.46490 -1.83630 -3.49620 0.132 0.016 -0.039
H 4.75720 -1.48260 -3.85400 0.027 -0.027 -0.126
H 5.86250 -2.45380 -0.40470 -0.010 -0.123 0.026
H 6.19970 -0.80470 0.11640 0.018 0.073 0.095
H 7.24850 -1.58170 -1.08670 0.117 0.004 0.006
H 5.16180 0.85100 -3.03240 0.050 0.134 -0.137
H 6.80180 0.53620 -2.42290 0.061 -0.019 -0.011
H 5.52170 1.13060 -1.33740 0.041 0.119 0.109
```
Positions in Å, forces in eV/Å.

---

No. 3
A molecular structure, C23H28F9O3Ti in a non-equilibrium geometry. Source: OMol25; level of theory: ωB97M-V/def2-TZVPD.

Kohn-Sham gap (spin up / spin down): 7.6 / 8.4 eV
Expectation value of S²: 0.7544
Maximum force: 5.31 eV/Å
Multiplicity: 2

XYZ file:
```
64
Properties=species:S:1:pos:R:3:forces:R:3
O 1.75049 2.15254 0.29122 0.791 2.469 -1.297
C 1.44142 3.32256 -0.59382 -0.428 -0.467 -0.312
C 2.70499 4.08744 -0.20265 -0.306 -0.661 0.325
H 0.48778 3.80835 -0.29009 0.536 -0.398 -0.209
H 1.43173 3.08838 -1.67566 -0.402 -0.140 0.770
C 2.83809 2.95613 0.85075 0.752 0.384 0.332
H 2.49554 5.08169 0.20620 0.413 -0.181 -0.142
H 3.48612 4.08827 -0.97786 -0.308 0.112 0.327
C 2.52545 3.49946 2.23860 0.099 -0.156 -0.085
H 1.67238 4.18905 2.18716 0.045 -0.327 0.242
H 3.40102 4.07147 2.57958 -0.278 -0.123 0.010
H 2.34963 2.66687 2.93114 -0.135 0.316 -0.001
C 4.13808 2.18224 0.87138 0.170 0.089 -0.092
H 4.42531 1.82661 -0.12223 -0.174 -0.028 0.065
H 4.05394 1.32595 1.54870 0.087 0.081 -0.088
H 4.94061 2.84005 1.22686 -0.092 -0.173 0.025
Ti -0.07976 -1.11472 0.69532 0.466 -0.834 -0.532
C 0.16017 -3.40450 0.82919 0.553 -0.362 -0.494
C -0.23403 -3.30068 -0.54013 1.290 -0.149 0.073
C 0.71333 -2.51719 -1.22978 0.088 -0.264 0.618
H -1.06812 -3.81328 -0.99362 -0.032 0.449 0.130
C 1.74522 -2.12767 -0.29675 -0.025 -1.075 0.078
C 1.44927 -2.79299 0.93420 0.281 0.080 -0.667
H 2.11709 -2.84598 1.78715 -0.244 0.165 -0.316
H -0.41047 -3.89037 1.62890 0.488 0.130 -0.496
H 0.72595 -2.37315 -2.31127 -0.165 0.328 0.451
H 2.65590 -1.57698 -0.51532 -0.214 -0.218 0.037
C -0.84449 -1.07944 2.81306 0.453 0.546 0.694
C 0.57090 -1.23831 2.86275 -0.563 0.749 0.729
C 1.16998 -0.07337 2.31356 -0.275 0.803 0.356
H 1.08142 -2.07864 3.31143 -0.147 0.157 -0.180
C 0.11810 0.84826 1.99096 -0.050 -0.422 0.855
C -1.11402 0.22661 2.30111 0.682 -0.081 0.547
H -2.08175 0.69950 2.22072 0.137 -0.220 -0.190
H -1.57635 -1.79816 3.16374 0.181 0.176 -0.174
H 2.23698 0.11403 2.18871 -0.434 -0.126 -0.002
H 0.23618 1.87648 1.66717 -0.049 -0.624 -0.157
O 0.19641 0.91155 -1.36923 -0.383 -0.975 -0.664
C 1.24798 0.61857 -2.33331 0.218 0.240 1.013
C 0.59978 0.42414 -3.69143 0.030 -0.095 -0.086
H 1.80686 -0.27205 -1.98431 -0.424 0.581 -0.212
H 1.96575 1.46875 -2.33542 -0.428 -0.555 0.015
C -0.90410 0.71941 -3.51301 0.072 0.159 -0.112
H 0.77508 -0.60371 -4.01781 -0.106 0.190 -0.224
H 1.06842 1.11935 -4.38932 -0.142 -0.238 -0.212
C -1.08531 1.05190 -2.04098 -0.165 0.349 0.796
H -1.52976 -0.13199 -3.79314 0.156 0.104 -0.016
H -1.21431 1.58001 -4.10581 0.036 -0.146 -0.173
H -1.84188 0.39610 -1.57812 0.610 0.194 0.036
H -1.42897 2.09194 -1.85855 0.220 -0.424 -0.266
F -4.10544 -1.15415 2.19484 -0.087 0.324 -1.080
C -4.12075 -0.92164 0.85058 -0.395 1.387 0.709
F -5.41155 -0.98025 0.42901 0.988 0.068 0.484
F -3.68507 0.35680 0.65825 -0.672 -1.020 0.183
C -3.18081 -1.89586 0.10819 1.679 0.694 0.396
O -1.85388 -1.45953 0.22069 -5.083 -0.526 -1.442
C -3.44449 -3.29300 0.72802 0.364 -1.216 0.846
F -4.75745 -3.51586 0.99678 1.067 0.165 -0.197
F -3.02480 -4.30269 -0.07967 -0.391 0.683 0.525
F -2.75620 -3.41786 1.90073 -0.734 -0.026 -1.004
C -3.65563 -1.93138 -1.36417 0.155 0.054 -1.324
F -4.77702 -2.67787 -1.54990 0.973 0.659 0.080
F -3.91628 -0.66862 -1.80773 0.129 -1.021 0.163
F -2.68067 -2.43861 -2.16555 -0.876 0.387 0.534
```
Positions in Å, forces in eV/Å.